Below is C39H68Cl3GeN2O3S5SbSi3Ti as an isolated structure, with properties calculated with ωB97M-V/def2-TZVPD.

Geometry as XYZ:
```
126
Properties=species:S:1:pos:R:3:forces:R:3
O -3.1089 -4.2135 -0.3989 0.003 0.014 -0.034
H -0.2497 -5.5820 1.6391 0.002 -0.002 -0.010
H -2.1054 -4.6933 3.2388 0.008 -0.008 -0.021
H -3.5000 2.3096 3.4715 0.020 -0.020 -0.008
C -1.0155 5.2272 4.6546 0.040 0.038 0.007
H 0.1818 1.7975 -5.1501 0.004 -0.006 -0.007
H -2.3974 -3.4087 -2.6419 0.019 -0.011 0.022
H -3.4405 0.1449 -2.0843 0.023 0.006 0.024
C 2.7706 5.1109 2.8033 0.027 0.018 0.039
C -2.4330 2.5986 -0.6779 -0.006 -0.032 0.056
H 4.4925 -2.8566 -1.4402 0.008 0.004 0.005
H -0.6590 -3.0520 -2.4758 0.003 0.007 0.016
C -1.0583 -0.0154 4.4800 -0.065 -0.063 0.071
H -5.2140 -7.5422 -0.0292 0.004 0.000 0.001
C -2.5964 5.0998 2.0272 -0.041 0.083 0.059
S -4.5921 2.0522 0.7362 0.042 0.075 0.084
H 3.3229 4.3534 3.3618 0.003 -0.005 0.003
S -6.4195 3.9920 -0.5705 -0.020 0.144 0.093
H 5.3223 1.6208 -5.9302 -0.007 -0.002 -0.003
C -2.9119 1.8084 0.3112 -0.024 0.025 0.029
C 4.4148 -2.0359 -0.7413 -0.027 -0.008 -0.003
Cl 6.9787 -2.5531 -0.0520 -0.006 0.005 0.003
H 1.9758 -0.4342 5.4726 -0.031 -0.036 -0.024
H -2.5937 4.6224 1.0514 0.003 -0.046 -0.088
H 1.8668 -4.3171 2.0374 0.004 0.015 0.000
H -1.2195 4.8443 5.6566 0.031 0.027 -0.021
H -3.2545 -7.5382 3.2443 0.009 -0.004 -0.016
C -2.4332 -6.8270 3.3396 -0.004 0.002 -0.004
H -1.0823 -0.5187 5.4537 -0.004 0.007 -0.027
C -0.2104 -4.5085 1.5004 -0.005 -0.032 0.042
H 4.7469 -1.2133 -4.9161 -0.008 -0.002 -0.007
H 2.8628 0.5698 4.3166 -0.153 -0.087 0.092
C -4.2627 -7.1076 0.2804 0.006 0.008 0.000
Sb 0.1151 2.5930 2.3534 -0.185 0.002 0.005
H 4.1574 -0.5938 -6.4584 0.011 -0.001 -0.006
H -2.0170 0.4781 4.3229 0.080 -0.055 -0.018
Ge 1.2819 1.3064 -2.8720 -0.016 -0.084 0.175
H 0.6218 1.6129 6.8597 -0.013 0.024 0.002
H 0.0646 5.3578 4.5626 -0.055 0.002 -0.014
H -3.7506 -5.1489 3.6105 0.014 0.017 0.015
H 6.1829 -0.3651 1.6114 0.008 -0.013 -0.005
C -1.6033 -2.7038 -2.8879 -0.007 -0.059 -0.023
C 0.0577 1.0029 -4.4114 0.013 -0.001 -0.073
C 0.2829 -0.3682 -5.0470 -0.011 0.030 0.003
C -1.3333 -3.8067 1.0892 -0.020 -0.062 -0.020
C 4.9623 0.9392 -5.1537 0.005 0.006 -0.006
C -0.7659 -0.7613 -6.0877 -0.026 -0.014 0.000
C 3.2376 -1.3228 -0.6300 0.018 -0.123 -0.055
Si 1.7707 4.3571 1.4119 0.088 -0.118 -0.087
H -3.8026 3.6528 4.5783 -0.008 -0.011 -0.017
H -3.7139 -6.8173 -0.6144 0.000 -0.006 -0.004
C -1.9503 -1.3570 -2.3571 -0.033 0.243 0.170
Cl 4.0494 1.3582 2.1915 0.074 -0.070 0.016
Si -1.7450 4.0823 3.3458 0.045 -0.031 -0.008
H 5.8923 -0.7443 -6.1694 0.002 -0.009 0.008
C -3.2875 -0.7672 -2.6572 -0.046 -0.022 -0.085
H 1.1911 2.9998 5.9212 0.001 0.001 0.006
C 2.8689 3.6446 0.0788 -0.023 0.064 0.009
H 3.7414 0.6150 -2.6578 0.012 0.021 -0.017
C 5.4809 -1.6816 0.0653 -0.022 0.057 0.038
H 5.6816 1.0015 -4.3302 0.004 0.001 -0.006
H -0.5412 2.7244 6.1280 0.029 -0.011 -0.009
C -2.6399 -4.4451 0.7101 -0.016 0.041 0.063
H -2.0770 -1.8673 0.5706 0.003 0.004 -0.023
H 1.3444 6.5143 0.4102 -0.034 -0.006 -0.040
C 0.9646 -3.8111 1.7225 0.004 0.037 0.005
H -1.7645 -0.6834 -5.6404 -0.003 -0.019 0.012
H 3.0970 4.4573 -0.6178 -0.019 -0.004 -0.020
H -1.4551 -0.2169 -8.0785 0.002 0.000 -0.001
H 3.4973 5.8103 2.3782 -0.006 0.000 0.017
H -2.0736 -6.8675 4.3682 -0.017 -0.009 0.004
C -1.2177 -2.4380 0.8997 -0.012 0.061 0.016
H -1.6286 -7.1539 2.6793 0.010 0.004 0.015
C 4.1628 0.0505 1.0575 0.168 0.153 -0.084
H -0.9121 1.1499 -7.1069 0.000 -0.001 -0.010
C 0.4195 2.2303 5.9787 0.025 0.003 0.075
C 5.3568 -0.6426 0.9726 0.012 -0.040 -0.028
Si 0.4172 1.1327 4.4639 0.015 0.037 -0.126
C 3.0549 -0.2335 0.2407 -0.167 -0.032 0.016
H 2.8908 1.3987 -5.4985 0.003 -0.001 0.003
H -1.5219 -2.6396 -3.9760 -0.040 0.010 -0.021
H -2.6098 2.4232 5.0016 -0.044 0.050 -0.044
H -2.1414 6.0850 1.9222 0.002 0.006 -0.015
O -1.1541 -0.7195 -1.6750 0.074 -0.297 -0.258
C 1.9256 0.0377 4.4857 0.205 0.095 0.054
H -0.1425 5.9998 1.2079 0.059 -0.036 0.000
H 2.3655 2.8572 -0.4853 0.016 0.045 0.027
H 0.2699 0.0452 -7.8079 -0.002 0.005 -0.006
S -3.5843 3.6878 -1.4115 0.033 0.124 0.104
H 0.3233 -1.1343 -4.2627 -0.023 -0.014 0.007
H -0.6304 -1.8117 -6.3678 0.008 0.006 -0.006
N -3.2636 -5.2504 1.6008 0.019 -0.054 -0.045
C -0.7167 0.1034 -7.3424 0.001 -0.002 0.024
C -4.5049 -5.8908 1.1610 -0.006 0.001 -0.002
H 2.1404 5.6640 3.5030 0.022 -0.025 -0.018
H 1.8418 -0.7509 3.7369 0.023 0.020 -0.042
H -5.0580 -6.1668 2.0596 0.000 -0.004 0.000
S -1.9307 0.6685 1.1475 0.075 -0.068 -0.176
C 4.9410 -0.4833 -5.7035 -0.005 0.015 -0.001
C 0.9732 -2.4409 1.5165 -0.001 0.082 0.136
Cl 1.8604 -1.8215 -1.5717 -0.012 -0.068 0.087
C 3.0348 0.6053 -3.4957 0.073 0.041 -0.008
H 1.5652 2.8386 -2.8284 -0.029 0.035 -0.043
H -5.0932 -5.1530 0.6159 -0.003 0.006 0.012
H 1.2696 -0.3959 -5.5222 0.006 -0.007 0.001
H -4.0689 -1.4976 -2.4413 -0.006 0.012 0.001
C 0.6954 5.6527 0.6042 0.022 0.094 0.054
C -2.8836 -5.4135 2.9985 -0.013 0.034 0.014
H -3.3435 -0.5343 -3.7243 0.002 -0.031 -0.008
S -0.7839 2.6225 -1.2026 0.059 -0.155 -0.083
H 0.3171 5.2901 -0.3533 -0.041 -0.015 0.057
H 2.9111 -0.4404 -3.7833 0.011 -0.017 -0.017
H 1.8760 -1.8661 1.6776 0.010 -0.014 -0.004
H -1.4785 6.2139 4.5735 -0.008 0.000 0.017
H -3.6929 -7.8727 0.8089 -0.001 0.002 -0.003
H -3.6383 5.2507 2.3263 0.010 -0.010 -0.021
C -4.9362 3.3246 -0.3874 -0.090 -0.302 -0.259
O 1.9296 0.4187 0.3253 -0.441 -0.154 -0.109
Ti 0.1480 0.3961 -0.6062 0.284 0.604 0.551
H -0.9422 -0.7799 3.7081 -0.023 0.035 -0.012
C -3.0254 2.9980 4.1710 -0.013 -0.025 0.122
H -0.9683 1.0839 -4.0350 -0.005 0.013 -0.020
H 3.6730 2.4699 -4.3608 0.002 -0.003 0.005
H 3.8060 3.2498 0.4656 -0.049 0.046 -0.027
N -0.0956 -1.7517 1.1108 0.060 -0.169 -0.300
C 3.5973 1.4201 -4.6589 0.011 -0.035 0.015
```
Forces are in eV/Å.

As for the energy above the lowest of the compared OMol25 structures with the same formula, charge and spin: 11.17 kcal/mol. The spin multiplicity is 3. Its net charge is 0. The calculation puts the HOMO energy (alpha / beta) at -6.4 / -6.7 eV.



Below is C39H70F5O21S4Sr as an isolated structure in a non-equilibrium geometry, with properties calculated with ωB97M-V/def2-TZVPD.

Geometry as XYZ:
```
140
Properties=species:S:1:pos:R:3:forces:R:3
H -1.5940 1.1009 1.2162 -0.253 0.612 0.251
H -0.1426 -6.1682 -2.0330 -0.182 0.070 0.083
H 0.1511 2.8084 1.0665 -0.002 0.178 -0.117
C 1.3767 4.8300 3.9903 1.098 1.935 -1.722
H -4.0777 -5.0197 1.7770 -0.521 -0.163 -0.189
H 2.6181 1.5972 4.8532 -0.481 0.459 -0.158
H -3.9523 -1.6668 -3.1882 -0.741 -0.193 -0.207
H 0.6022 -4.0026 1.2503 -0.207 0.741 0.655
H -7.4715 -6.7655 -2.4610 -0.500 -0.179 0.151
F -0.1931 2.8336 -1.4798 0.240 0.634 0.026
C 0.4205 -4.7729 0.5408 1.455 0.535 -1.543
H 1.0204 -0.6723 1.1155 -1.491 1.767 0.688
C -6.1450 -5.0486 2.5476 -0.188 -0.090 0.673
H 5.8874 4.1184 -4.1649 -0.787 -0.957 0.149
C 5.2382 -0.9481 5.2313 -2.193 -0.729 0.994
H 0.5545 5.5052 3.7872 -0.764 -0.337 -0.126
C 0.9695 3.2023 -0.9071 -0.008 -0.179 -1.163
C -5.2863 -0.3426 -0.1525 1.319 -0.537 -0.261
H 0.2196 -2.6167 -4.6348 -0.334 -0.503 0.198
C -5.4999 0.9558 0.2343 1.461 1.975 -0.505
H -6.1309 -2.3679 -0.2768 0.492 0.931 0.706
C 6.4530 5.4951 1.4038 1.453 0.276 0.686
H 3.5012 -0.4616 -7.4481 0.054 0.402 0.197
H 3.0926 -2.2792 -1.3053 0.041 -0.007 0.288
H 4.4675 -1.1719 -6.1473 -0.377 -0.236 0.561
H -4.8208 1.8536 -0.0254 -0.925 -1.938 0.247
C -5.6403 6.6744 0.0460 -1.062 -1.443 1.439
H 7.6573 0.8902 0.3637 1.546 0.962 -0.118
S 5.6565 2.4181 -5.8720 0.283 0.299 1.392
O 0.0891 2.4844 6.1189 1.032 1.111 -0.762
C 0.3414 3.0314 4.9017 -0.681 -2.315 -0.778
H -6.4738 6.6643 0.7683 0.056 -0.161 -0.479
H 4.4716 3.2470 -7.7220 -0.256 -0.053 0.478
O 8.5909 2.7958 0.7904 -0.783 0.726 -0.335
C -1.0552 -5.7684 -1.5822 -1.164 0.118 -0.196
Sr 4.1130 1.5603 0.7244 -0.568 -0.126 -0.128
H 5.3780 -2.0163 -2.5263 -0.863 1.026 -1.492
H -3.4399 -2.6768 -1.9211 1.439 0.160 1.026
O -6.2497 -5.2157 -2.5982 0.356 1.089 -0.372
F 1.9614 2.6865 -1.7189 -0.322 0.461 0.570
H 1.6762 4.3333 3.0181 -0.249 0.036 1.400
C 0.3106 -3.5759 -5.1561 0.890 0.674 1.308
O 6.3279 2.8417 0.6600 0.440 0.370 0.381
C -0.7462 1.3964 6.3077 -1.820 -1.674 -1.297
H 4.1905 -2.1550 -3.9480 -0.106 0.121 0.161
H -1.6292 -6.5190 -1.0049 0.645 0.424 0.168
O 2.9462 -2.3625 -7.0879 -1.721 -0.590 2.686
C 4.7601 -1.4585 -3.3349 0.961 -1.044 1.006
H 4.1930 3.2647 -4.1203 1.314 0.048 -0.208
H 0.6736 0.8175 2.2083 -0.250 -0.323 0.444
O 2.0744 -1.6106 -5.0250 0.912 -0.587 -1.706
C -7.2351 -1.0050 0.9883 -0.373 -2.259 -0.060
O -5.0156 -3.4442 -2.7060 -0.397 0.522 -0.993
O -3.5290 4.2182 1.3831 -1.413 0.295 -1.804
H -3.1117 -3.1397 -3.6073 0.478 -0.803 -0.548
C -4.4592 -3.5812 3.2181 0.637 3.412 1.445
C -7.5033 0.2440 1.4296 -0.090 2.371 0.322
C 8.6781 1.3972 0.4937 -1.408 -0.394 -0.335
H -7.9467 -5.1348 3.5756 0.307 1.177 0.233
C -5.3447 -2.9413 4.1296 1.598 0.590 0.358
O 4.5061 0.3950 3.0277 -0.318 0.162 -0.136
C -2.6929 3.8412 2.3742 0.560 -0.515 3.261
C -6.5934 -3.4313 4.2699 -3.447 -1.368 0.192
H -1.9265 4.5337 2.6300 0.561 0.986 -0.118
H -5.9997 6.6262 -0.9669 0.039 -0.340 -0.254
H 9.3529 1.2853 -0.3655 -0.442 -0.088 0.281
H 9.1134 1.0415 1.3916 0.627 -0.991 0.558
C -4.0344 5.4528 1.3997 0.602 1.224 0.944
H 0.7242 -4.3331 -4.4975 -0.303 -0.009 0.396
H -1.0835 0.2063 -0.2178 -0.210 -0.401 0.853
O 4.5447 0.0696 -1.2917 0.706 1.023 1.497
O 1.1442 1.1446 0.2679 -0.171 0.420 -0.562
H 6.1848 -1.0413 4.7647 0.481 -0.448 -1.053
H -5.0184 -2.1083 4.7861 -0.064 -0.639 -0.719
C -4.8363 -4.5798 2.4195 -0.521 -1.685 -1.025
H 3.4019 2.8550 -6.3199 0.521 0.970 -0.036
C 4.3505 3.3604 -6.6257 -0.349 -0.179 -1.675
F 1.1059 4.5602 -0.9613 -0.365 -1.337 0.172
C -7.0417 -4.5003 3.4714 1.074 -1.747 -1.266
H -8.3847 0.5798 2.0459 1.062 -0.851 -0.722
C 2.1136 -2.3643 -5.9931 -0.096 0.002 -0.188
F -6.5097 -6.1578 1.8539 0.036 0.467 0.076
C -6.4405 -6.6177 -2.7101 0.414 -0.122 -1.049
H 4.2363 1.6057 5.6863 -0.383 -0.094 -0.506
C 3.3568 1.0196 5.3657 1.038 -0.667 0.381
H 5.3106 -0.7954 -3.9833 0.807 -0.178 -0.225
H -6.2632 -6.9741 -3.7659 0.065 0.284 1.224
C -6.5968 1.2308 0.9957 -0.808 -0.645 0.524
F -4.1178 -0.6284 -0.8179 -0.703 0.122 0.072
H 5.6418 4.8118 1.5427 -0.831 0.190 -0.164
C 5.3112 3.1527 -4.2594 0.039 0.437 0.659
H -2.2030 2.9473 2.1222 0.483 -1.208 -0.742
O 0.1331 -3.4679 -1.7463 0.122 0.100 0.275
S 3.7205 -0.3235 -2.4869 -1.288 -0.620 -0.479
C -5.0237 -4.7516 -2.9149 -0.759 -0.264 0.653
H -5.8028 -7.0847 -1.9709 0.151 -0.525 -0.161
H -7.4283 -3.1485 4.9561 1.428 0.556 -0.181
H -5.1636 7.5775 0.2251 1.427 1.581 0.173
H -3.1979 3.6185 3.3405 -0.151 0.257 -0.548
H -6.7092 2.2372 1.2669 -0.443 1.253 0.487
H -1.5460 1.3194 5.5287 0.466 0.494 0.557
S -0.6899 -4.2065 -0.7405 -0.599 -0.277 -0.343
H -1.8060 -5.4450 -2.3400 0.774 -0.221 0.125
H -0.2851 0.3879 6.2346 0.443 0.773 0.283
C 7.4149 3.3999 0.8410 0.098 -0.481 -0.537
O 2.1986 2.9404 1.0620 1.626 1.039 0.966
C 0.4462 0.3608 1.2478 1.822 -1.076 -1.363
H 0.1135 -5.6614 0.9948 -0.758 -1.339 0.771
H 6.3488 6.2757 0.6384 -0.243 -0.522 0.218
H -1.3749 -0.6170 1.4221 -0.600 -0.302 -0.309
H -3.4752 -3.1139 3.0603 -0.344 -0.447 0.308
H 5.3548 -0.2092 5.9825 0.280 0.588 0.914
C -1.0194 0.2591 0.8931 0.802 -0.576 -0.475
O -4.8162 5.5168 0.3150 -0.044 0.523 -0.042
O -4.1083 -5.4490 -3.2540 0.609 -0.070 -0.302
C -6.1407 -1.3567 0.1966 -0.492 -0.416 -0.835
C 2.5500 -1.4781 -1.7942 -0.188 0.634 -0.246
C 1.0728 2.6115 0.4928 0.322 -1.321 0.177
S 3.8494 -0.2959 4.2129 0.975 0.201 -0.031
H -7.8532 -1.8516 1.2445 -0.432 0.057 0.152
H 1.9349 -1.8771 -2.5905 -0.200 -0.030 -0.101
H 6.7470 5.9497 2.3697 -0.430 -0.064 -0.573
H 4.5161 4.4531 -6.4360 -0.519 -1.068 0.279
O 1.1339 4.0388 5.1156 0.121 0.107 0.402
H -1.2059 1.5354 7.2767 -0.039 -0.143 0.157
H 1.9478 -0.8461 -1.1312 -0.031 -0.441 0.058
H 2.1140 5.5642 4.3258 0.443 -0.465 -0.178
O 0.0070 2.6101 3.7967 -0.094 0.403 1.968
O 7.6150 4.6767 1.0729 -0.323 -0.116 -0.043
H -0.6290 -3.8964 -5.5409 -0.462 -0.225 -0.765
H 5.6580 2.3718 -3.5546 0.038 0.673 -0.188
O -3.7487 6.2983 2.2457 -1.048 -1.235 -1.818
H 2.9669 0.5386 6.2677 -0.256 0.011 -0.222
H 1.3850 -4.9447 0.0457 -0.162 -0.144 -0.047
C -3.7830 -2.7043 -2.9138 -0.994 0.057 0.604
C 3.9305 -1.3772 -7.0579 0.751 1.057 -1.285
O 1.2925 -3.3896 -6.1610 0.048 0.020 -1.072
O 5.2490 1.0072 -5.6137 -0.264 -0.208 -0.709
H 4.6422 -1.7211 -7.7830 0.544 -0.041 -0.378
H 4.8403 -1.8764 5.7351 0.743 0.789 -0.718
```
Forces are in eV/Å.

The spin multiplicity is 1. Its net charge is +1. The calculation puts the HOMO energy at -10.5 eV.



Question: Among the records above, which one has the lowest net charge?
Answer: C39H68Cl3GeN2O3S5SbSi3Ti